Entry 1:
96
Properties=species:S:1:pos:R:3:forces:R:3:mulliken_charge:R:1 method="wB97M-V/def2-TZVPD" homo_energy_ev="-11.50 / -11.50" e_tot_ev=-62393.1884 total_charge=+1 lumo_energy_ev="-3.81 / -4.57" spin_multiplicity=3 gap_ev="7.69 / 6.92"
Pd 0.687852 -0.450185 4.478733 0.11 -0.27 0.10 0.45
C -2.307066 -1.456243 1.155021 0.89 0.59 1.30 -1.61
C -0.923703 -1.492685 0.462184 -0.42 -1.81 -1.65 1.61
C -1.133295 -1.383142 -1.086117 -0.73 1.00 0.91 -1.52
C -1.373140 0.048748 -1.571106 -0.24 -1.19 0.43 -0.65
C -0.173074 0.819325 -1.086728 0.16 0.54 -1.27 -2.22
C 0.025397 0.891498 0.447326 -1.01 1.43 -2.42 1.99
N 0.028650 -0.489183 0.982830 -0.53 1.37 0.83 1.22
O 0.332945 -0.544942 2.235762 -0.15 -0.60 -0.44 0.53
C -1.149724 1.749057 0.950586 -0.35 -0.39 1.19 -1.83
C 1.330629 1.651554 0.582941 0.81 0.18 1.08 -1.60
C -0.316299 -2.887762 0.696816 0.54 -0.26 0.32 -1.61
H -3.103629 -2.065827 0.735062 0.35 -0.02 -0.61 0.40
H -2.646449 -0.427510 1.267803 -0.20 -0.05 -0.12 0.34
H -2.159066 -1.858495 2.160006 -0.16 0.21 0.13 0.32
H -2.041429 -1.949943 -1.291125 0.40 -0.57 -0.17 0.65
H -0.250151 -1.748443 -1.610729 -0.13 -0.26 -0.08 0.24
H -2.290974 0.541601 -1.235847 -0.05 -0.45 0.54 0.00
H -1.628437 -0.050462 -2.631291 0.97 0.50 -0.30 1.06
H -0.328531 1.820447 -1.499008 0.55 0.36 0.65 0.69
H 0.775579 0.466175 -1.506606 -0.15 -0.20 -0.27 0.52
H -2.075884 1.549254 0.417006 0.09 0.10 -0.16 0.02
H -0.925539 2.812019 0.878597 0.11 -0.04 -0.22 0.57
H -1.401639 1.558606 1.999441 0.30 -0.01 0.10 0.26
H 1.470715 2.107919 1.567056 0.16 -0.65 0.28 0.05
H 1.406526 2.562337 -0.014329 -0.61 -0.30 -0.51 0.41
H 2.187044 1.045299 0.281571 0.07 -0.04 0.27 0.21
H -0.948914 -3.666039 0.269220 -0.39 0.10 0.41 0.55
H -0.126084 -3.024045 1.766302 -0.45 -0.26 0.07 -0.30
H 0.658561 -3.101132 0.247900 0.01 0.71 -0.33 0.43
O -0.383657 2.076107 -4.194199 -0.11 0.10 0.09 -0.63
H -0.529811 1.600815 -3.371675 0.01 -0.13 -0.25 0.13
H 0.338758 1.610844 -4.626921 0.16 0.24 0.05 0.29
O 0.389877 4.647110 3.406199 -0.04 -0.53 0.34 -0.69
H -0.121360 3.832782 3.314197 -0.33 0.19 -0.16 0.35
H -0.253007 5.308294 3.680036 0.05 0.13 -0.13 0.30
O 2.713247 -3.155242 -3.460765 0.20 -0.08 0.44 -0.74
H 1.766963 -3.244056 -3.262336 0.40 0.14 -0.57 0.37
H 2.744876 -2.841371 -4.369809 -0.06 0.00 -0.02 0.30
O 0.164780 -2.627293 4.841567 -0.20 -0.02 -0.17 -0.48
H 0.206880 -3.210536 5.606963 0.14 0.22 0.17 0.26
H -0.323905 -3.117752 4.171648 -0.01 0.17 -0.15 0.32
O -3.697850 -2.965440 3.861834 0.17 -0.06 -0.10 -0.60
H -3.112159 -3.246570 4.570450 -0.14 0.01 0.15 0.27
H -4.049115 -3.787161 3.502136 -0.08 0.00 0.01 0.33
O 3.586882 -1.059564 -1.774187 -0.08 0.07 0.01 -0.57
H 3.471231 -1.860218 -2.314059 -0.07 0.14 -0.13 0.40
H 3.315350 -1.325590 -0.885512 0.13 -0.14 -0.14 0.24
O 3.730228 1.630125 -3.046106 -0.34 -0.04 0.13 -0.60
H 3.771899 2.299879 -2.353789 0.23 0.22 -0.16 0.29
H 3.547778 0.805814 -2.579810 0.23 -0.28 0.05 0.30
O 0.095768 -3.660922 -4.046772 -0.13 0.04 0.39 -0.60
H 0.083904 -4.154643 -3.207049 -0.42 -0.24 -0.29 0.35
H 0.111030 -4.341412 -4.727118 -0.03 0.08 -0.11 0.21
O 2.811400 -1.759572 0.761644 -0.29 0.16 0.11 -0.89
H 2.939514 -2.316272 1.556475 0.24 0.11 -0.32 0.40
H 1.946596 -1.355542 0.884162 0.02 0.08 0.00 0.44
O -2.705351 4.440647 -1.791029 0.11 -0.08 0.21 -0.59
H -2.563581 5.376212 -1.964165 -0.07 0.02 -0.04 0.30
H -1.866511 4.027053 -2.017110 -0.02 0.01 -0.19 0.30
O -6.277536 -0.460692 1.339254 0.17 -0.12 0.17 -0.66
H -5.519907 -1.028750 1.512740 0.00 -0.02 0.03 0.32
H -6.880071 -0.625624 2.070970 -0.13 0.06 -0.07 0.31
O 2.698901 4.591011 1.929306 -0.01 -0.37 -0.03 -0.51
H 3.288988 4.173221 2.563085 0.12 0.16 0.01 0.29
H 1.828668 4.587273 2.364631 0.21 0.31 -0.08 0.29
O 4.943674 0.101375 0.968477 -0.12 0.16 0.20 -0.70
H 4.120669 -0.365989 0.763014 0.27 -0.10 0.09 0.35
H 5.586963 -0.259366 0.350832 -0.02 0.10 -0.12 0.31
O 1.671371 1.481877 4.312540 0.32 0.27 -0.07 -0.56
H 1.531522 2.394601 4.593438 -0.26 -0.05 0.12 0.27
H 2.552818 1.468763 3.918286 -0.03 -0.14 -0.11 0.31
O -4.178183 -0.616073 -3.394094 0.03 -0.10 -0.41 -0.63
H -3.680493 -0.973097 -2.656927 -0.14 -0.01 0.10 0.33
H -4.942698 -0.195555 -2.980537 0.17 -0.01 0.14 0.32
O 2.245713 4.257284 -3.114649 -0.10 0.22 -0.04 -0.59
H 1.885158 3.791399 -2.356088 0.07 -0.07 0.00 0.30
H 1.616573 4.964298 -3.286830 0.00 0.00 -0.07 0.27
O 0.065292 -5.808047 -2.248560 0.12 0.11 0.12 -0.68
H 0.451286 -6.384895 -2.917798 -0.04 -0.10 0.03 0.32
H 0.691061 -5.837206 -1.517261 0.03 -0.07 0.00 0.33
O -0.670812 -1.158545 -5.261388 0.06 0.03 0.18 -0.58
H 0.019934 -0.500716 -5.143817 -0.04 0.00 -0.10 0.27
H -0.396363 -1.908841 -4.718004 -0.05 -0.09 -0.08 0.33
O 4.443265 3.944533 -0.790294 -0.03 -0.28 0.06 -0.55
H 4.261577 3.502120 0.044709 0.02 0.05 0.05 0.29
H 4.651484 4.849644 -0.542215 -0.10 0.06 -0.09 0.29
O -5.314049 0.486495 -1.138920 0.06 -0.05 0.36 -0.60
H -5.843317 0.153396 -0.398063 -0.09 0.12 -0.10 0.35
H -4.946528 1.316486 -0.819830 -0.09 0.11 -0.14 0.28
O -2.540439 3.762695 3.622137 0.36 -0.10 0.09 -0.61
H -2.411774 4.196625 4.472341 -0.21 0.03 0.04 0.30
H -2.980127 2.933827 3.836783 -0.12 0.03 -0.03 0.31
O 2.821300 -3.448600 2.722994 -0.22 -0.51 0.59 -0.54
H 2.046525 -3.984309 2.523187 0.00 -0.01 -0.08 0.28
H 3.427983 -4.054989 3.162401 0.19 0.12 -0.05 0.26

Entry 2:
100
Properties=species:S:1:pos:R:3:forces:R:3:mulliken_charge:R:1 method="wB97M-V/def2-TZVPD" homo_energy_ev=-7.14 e_tot_ev=-60476.1862 total_charge=0 lumo_energy_ev=-0.40 gap_ev=6.74
N -1.383886 3.228327 -0.647211 0.33 -0.01 -0.99 0.10
H -2.294360 2.799093 -0.822118 -0.10 -0.24 0.65 0.27
H -1.461196 4.156016 -0.246213 -0.03 0.00 0.01 0.40
H -1.014753 3.273858 -1.617913 0.33 0.41 0.51 0.33
H -0.713578 2.641061 -0.093718 0.06 -0.29 0.42 -0.13
C 2.061489 -0.715215 0.039864 -0.02 1.43 1.25 -1.33
C 0.794360 -0.023048 -0.548667 0.64 -1.74 -0.65 1.35
C 0.045222 -1.201928 -1.246925 -0.77 -0.20 0.64 -0.40
C -0.759877 -2.050609 -0.241214 0.76 1.09 0.62 -0.84
C -1.690884 -1.129072 0.544195 0.20 -0.52 -1.43 -1.57
C -0.936363 0.003039 1.297572 -0.99 -1.56 -0.60 1.89
N -0.075750 0.738282 0.339040 -0.71 -0.39 0.08 3.69
O 0.652923 1.765564 0.971661 -0.29 0.55 0.08 -1.27
C -0.240882 -0.666339 2.489081 0.75 0.14 -0.66 -1.74
C -2.040901 0.904080 1.809050 0.03 1.19 0.03 -1.82
C 1.258584 0.884087 -1.684527 -0.11 0.07 -0.76 -2.59
H 2.697459 0.105904 0.390603 0.42 -0.20 -0.31 0.59
H 2.555280 -1.370034 -0.671728 -0.05 0.31 -0.17 -0.46
H 1.924038 -1.266710 0.968749 -0.36 -0.25 -0.29 -0.10
H 0.742540 -1.880422 -1.742501 0.35 0.44 -0.14 0.30
H -0.622488 -0.829528 -2.034244 -0.13 0.02 0.06 -0.45
H -0.089402 -2.446123 0.530790 0.19 -0.61 -0.52 0.22
H -1.296123 -2.840699 -0.762541 -0.08 -0.13 0.20 0.63
H -2.320100 -1.750470 1.180446 -0.04 0.40 0.34 0.68
H -2.332277 -0.753108 -0.257111 -0.44 0.56 0.44 -0.03
H -0.896329 -1.372058 2.998702 -0.29 0.49 0.33 0.45
H 0.204551 0.119992 3.101899 -0.08 -0.25 0.36 0.20
H 0.549986 -1.311649 2.108156 0.13 0.20 0.24 0.40
H -1.617761 1.852489 2.161303 -0.02 -0.13 0.22 -0.13
H -2.613340 0.444314 2.613889 0.17 -0.08 0.10 0.54
H -2.761299 1.185268 1.037213 0.03 -0.22 -0.18 -0.05
H 0.372018 1.240517 -2.216302 -0.01 0.03 -0.11 0.80
H 1.838939 0.289617 -2.397451 -0.08 -0.12 -0.01 0.34
H 1.872901 1.764635 -1.475279 -0.07 -0.15 0.76 0.45
O 3.006944 1.463372 2.617366 -0.20 -0.03 -0.11 -0.76
H 2.295275 1.566207 1.944317 -0.14 0.01 0.14 0.34
H 2.845239 0.590413 3.000332 0.09 0.23 -0.30 0.41
O -4.328644 -3.531720 -2.026031 -0.01 -0.21 0.03 -0.67
H -3.594651 -3.012835 -1.679519 -0.08 0.04 -0.07 0.37
H -4.666155 -3.009712 -2.758691 -0.03 0.11 0.13 0.28
O -0.293657 -4.147660 -2.767434 -0.01 -0.16 0.10 -0.52
H 0.139953 -3.948627 -1.929075 -0.08 0.04 -0.08 0.30
H -0.365452 -5.109352 -2.783163 -0.05 0.10 -0.09 0.26
O 4.740395 0.620799 -1.679951 0.00 0.87 -0.43 -0.62
H 3.884494 0.508911 -1.254997 0.07 0.11 0.08 0.26
H 4.907725 1.580095 -1.661208 -0.23 -0.24 -0.07 0.26
O 2.663140 -0.900859 4.247467 0.02 0.13 0.32 -0.60
H 2.156720 -0.169290 4.632825 0.03 -0.17 -0.03 0.31
H 3.541398 -0.829405 4.650810 -0.16 -0.06 -0.03 0.26
O 0.008957 3.866066 -3.047606 0.03 0.14 -0.27 -0.64
H 0.963776 3.989698 -3.016021 -0.08 0.00 0.02 0.24
H -0.209015 3.881575 -3.988603 0.01 -0.09 0.13 0.30
O -5.161234 1.454500 -0.547570 0.18 0.33 0.23 -0.70
H -4.264857 1.433642 -0.935634 -0.55 -0.12 0.14 0.26
H -5.145615 2.154881 0.130952 0.11 -0.51 -0.48 0.40
O -3.104736 -2.714972 4.595578 0.39 0.05 0.55 -0.68
H -2.653016 -1.983607 5.036266 -0.15 -0.06 -0.03 0.27
H -2.719905 -3.513282 4.977670 -0.05 0.03 -0.19 0.33
O 1.390435 -2.215231 -4.576608 0.14 0.18 0.07 -0.68
H 2.105497 -2.284092 -3.913473 -0.17 0.11 -0.25 0.44
H 0.626573 -1.890551 -4.090236 0.06 -0.06 0.03 0.34
O -4.317011 3.707361 0.873851 0.30 0.57 0.18 -0.59
H -4.012981 3.973981 1.753191 -0.11 -0.14 -0.13 0.29
H -4.674754 4.514411 0.479658 -0.04 -0.17 0.08 0.28
O -1.805665 1.537490 5.306205 -0.11 -0.07 -0.10 -0.62
H -1.934852 2.330074 5.837504 0.07 -0.04 -0.05 0.26
H -1.704368 1.866903 4.403337 0.15 0.04 0.14 0.36
O 0.328126 -2.907847 5.048079 -0.09 -0.02 0.03 -0.65
H 1.008346 -2.444579 4.544317 0.07 0.03 0.05 0.30
H -0.265679 -2.209703 5.342372 0.12 0.02 -0.02 0.31
O 5.173215 -1.452088 -0.436428 -0.14 -0.57 0.08 -0.60
H 4.966545 -0.785128 0.241397 0.20 -0.46 -0.36 0.31
H 4.530669 -2.154017 -0.282864 0.30 0.07 0.61 0.31
O -2.092927 0.434641 -4.516538 0.01 -0.33 -0.14 -0.65
H -1.680081 0.551092 -5.377799 -0.01 0.14 0.08 0.30
H -2.179173 -0.534567 -4.412605 0.06 0.03 0.10 0.33
O -4.433922 -1.761001 2.419786 0.32 -0.09 0.61 -0.66
H -4.244704 -0.818625 2.372551 -0.16 -0.04 -0.12 0.29
H -3.983549 -2.068660 3.242530 -0.48 0.12 -0.82 0.42
O -2.341730 -2.281519 -3.846689 0.09 0.12 -0.28 -0.56
H -2.951622 -2.776046 -4.406514 0.10 -0.03 0.09 0.22
H -1.605238 -2.891878 -3.675758 0.00 -0.10 0.17 0.25
O 4.746553 3.497183 -1.382144 0.03 0.23 -0.05 -0.59
H 4.014209 3.894747 -1.864361 0.08 -0.02 0.01 0.29
H 5.490787 4.092182 -1.533720 -0.04 -0.11 0.04 0.27
O 4.379163 -2.047350 2.216765 -0.38 -0.08 0.29 -0.60
H 4.397888 -2.937011 2.592275 0.02 0.17 -0.07 0.29
H 3.585626 -1.632721 2.596030 0.26 -0.18 -0.09 0.32
O 2.690304 2.050506 -4.490616 -0.17 0.23 -0.10 -0.65
H 2.371450 2.236574 -3.602502 0.07 -0.31 0.04 0.33
H 2.500970 1.113232 -4.619794 0.08 0.01 0.03 0.35
O -0.036174 3.646446 3.335708 -0.14 -0.17 -0.04 -0.71
H 0.100239 2.906331 2.716235 0.24 0.02 -0.28 0.43
H 0.851779 3.864134 3.638979 -0.04 -0.07 -0.03 0.30
O -2.717778 1.154200 -1.912929 0.41 -0.03 -0.33 -0.69
H -2.643143 0.955461 -2.871870 -0.02 0.22 0.30 0.17
H -1.937627 0.732908 -1.513438 -0.14 0.02 0.06 0.28
O 3.553390 -2.301569 -2.763542 -0.06 -0.01 0.21 -0.74
H 4.101866 -1.627781 -2.325359 0.19 0.06 -0.11 0.29
H 3.593526 -3.065862 -2.179606 0.09 -0.03 -0.15 0.30

Entry 3:
25
Properties=species:S:1:pos:R:3:forces:R:3:mulliken_charge:R:1 method="wB97M-V/def2-TZVPD" homo_energy_ev="-19.26 / -19.23" e_tot_ev=-118807.6975 total_charge=+4 lumo_energy_ev="-17.72 / -17.72" spin_multiplicity=8 gap_ev="1.54 / 1.51"
Ga 3.674404 4.511949 1.205033 -3.75 -0.42 0.49 0.73
Gd 1.947858 -0.285542 -0.593313 -0.29 -0.16 1.33 1.72
Cl 1.890547 3.274947 1.003308 1.64 0.57 -0.04 -0.04
Cl 3.288264 -1.707181 0.837194 -0.19 0.05 -0.05 -0.19
C 2.519716 -0.493329 -2.948029 3.15 -0.42 -8.91 -0.11
C 2.485687 5.996835 1.955964 -5.87 4.11 2.58 0.51
C 5.442509 3.964102 0.732934 9.28 -2.45 -2.25 0.69
O 2.912483 -0.512912 -4.058428 -2.59 0.09 7.06 0.06
O 1.528389 6.557319 2.327467 6.20 -3.37 -2.31 0.06
O 6.514619 3.601297 0.438732 -7.04 2.32 1.91 0.07
N -3.353665 -3.757826 0.929999 0.84 1.40 -0.98 -0.35
C -2.092518 -3.221806 0.993436 -0.26 -2.07 1.07 0.56
O -1.193693 -3.728663 1.662452 -0.66 1.47 -1.16 -0.56
C -1.879941 -1.947015 0.192364 0.04 0.60 -0.18 -0.04
C -2.932437 -1.228680 -0.422406 0.08 -0.49 -0.15 -0.18
C -2.693844 -0.033872 -1.112460 0.66 0.16 0.07 -0.82
C -1.368387 0.429771 -1.151618 0.02 0.01 0.14 -0.17
N -0.321328 -0.243762 -0.586252 -1.81 -0.95 0.52 -0.31
C -0.598830 -1.421341 0.081790 -0.29 1.00 -0.40 0.14
H -3.508485 -4.667476 1.318800 0.04 -0.37 0.31 0.28
H -3.983208 -3.471698 0.185037 0.13 -0.40 0.50 0.16
H -3.946769 -1.660092 -0.383040 0.55 0.62 -0.01 0.35
H -3.514782 0.526091 -1.602738 0.71 -0.37 0.41 0.43
H -1.075155 1.384311 -1.592445 -0.44 -0.28 -0.17 0.41
H 0.258565 -1.865430 0.586216 -0.16 -0.66 0.23 0.59